No. 1
65
Properties=species:S:1:pos:R:3:forces:R:3 method="wB97M-V/def2-TZVPD" energy_ev=-46876.5217 multiplicity=2 mol_weight_g_mol=428.001 de_lowest_kj_mol=0.0 gap_ev="2.7 / 6.4"
C -2.774767 0.011482 -4.877813 0.30 0.41 1.29
C -3.680987 -0.067488 -3.600443 1.24 0.21 -0.81
N -3.324667 1.048342 -2.698983 0.11 2.79 3.14
C -3.469037 2.421592 -2.999443 0.77 0.28 0.97
C -3.105177 3.215002 -1.899863 -0.45 -2.85 0.08
N -2.802827 2.305342 -0.827393 -2.55 -2.03 -3.09
C -3.003387 1.036982 -1.358313 0.71 0.98 -0.55
C -2.719527 2.570882 0.631627 1.24 0.92 -0.40
H -2.831987 -0.847478 -5.546403 -0.60 0.26 -0.03
H -1.738677 0.012492 -4.539253 0.09 -0.09 0.22
H -2.885307 0.989672 -5.345813 -0.30 -0.30 -0.50
H -3.439167 -1.000748 -3.091863 -0.41 0.08 0.25
H -4.734907 0.064532 -3.845203 0.03 -0.37 0.09
H -3.808877 2.663482 -3.995633 0.21 0.42 0.19
H -3.040247 4.279022 -1.726533 -0.11 -0.18 -0.27
H -2.842727 0.114832 -0.819583 0.06 -0.20 0.13
H -3.370907 3.364262 0.998167 -0.51 -0.11 -0.68
H -1.714587 2.979052 0.739277 0.24 -0.56 0.69
H -2.890367 1.688752 1.248687 0.33 -0.05 -0.49
C 2.138763 -1.162628 3.426897 1.40 0.21 -0.38
C 2.756623 -2.204198 2.428947 -0.79 2.01 -0.38
N 2.445753 -3.536988 2.810287 1.88 -3.35 3.11
C 1.244493 -4.164588 2.708727 -0.50 -0.02 -0.68
C 1.328893 -5.374348 3.323907 0.36 -0.79 0.86
N 2.595863 -5.513648 3.892337 -0.30 3.15 -1.19
C 3.239823 -4.327948 3.601397 -0.86 -0.71 -0.66
C 3.067893 -6.602718 4.715647 2.04 -0.28 0.09
H 1.975053 -0.215958 2.912007 -0.68 -0.07 -0.16
H 2.915393 -0.875178 4.135637 0.14 -0.28 0.28
H 1.288023 -1.476528 4.031717 -0.19 -0.15 -0.59
H 3.830573 -2.044498 2.332867 0.01 -0.36 0.28
H 2.369523 -2.119138 1.413557 -0.39 0.34 0.00
H 0.487153 -3.640818 2.144357 -0.34 -0.32 -0.18
H 0.653783 -6.184108 3.558257 -0.37 0.36 -0.55
H 4.236993 -4.069478 3.925807 -0.10 -0.04 -0.10
H 3.968163 -6.279638 5.238377 -0.57 0.77 0.91
H 3.655573 -7.346378 4.177397 -1.08 -0.50 -0.92
H 2.336343 -7.062248 5.380297 -0.02 0.39 -0.26
C 2.246733 4.772992 -0.145353 0.70 0.32 0.90
C 0.736993 4.587382 -0.272223 -0.03 -0.33 -0.97
N 0.390733 3.541192 -1.224913 -0.59 0.61 -0.75
C -0.020007 3.724942 -2.524803 -0.10 -0.57 -0.45
C 0.033933 2.522092 -3.172303 0.08 0.63 -0.56
N 0.569193 1.555862 -2.325083 -0.11 -0.44 -1.42
C 0.671093 2.206632 -1.100743 0.98 -1.94 2.42
C 1.063563 0.210842 -2.705583 -0.26 0.69 0.89
H 2.738793 4.128642 0.583197 -0.52 -0.42 0.11
H 2.480913 5.766042 0.238207 -0.18 0.26 -0.08
H 2.847283 4.644832 -1.045913 -0.56 0.03 -0.42
H 0.265653 5.474802 -0.694633 0.15 0.27 0.02
H 0.217733 4.372872 0.661827 0.52 -0.10 0.29
H -0.403387 4.676892 -2.861253 0.11 -0.08 -0.11
H -0.262887 2.290792 -4.184623 0.06 0.08 0.04
H 1.217123 1.817682 -0.254003 -0.06 0.00 -0.09
H 1.524123 0.148332 -3.691513 -0.02 0.57 -0.15
H 0.298773 -0.564788 -2.665473 -0.35 0.10 0.11
H 1.812343 -0.108098 -1.980523 0.04 0.17 0.07
C -1.136707 -1.108988 1.159727 0.64 0.10 -0.70
C -0.877287 -2.000138 -0.076783 -0.27 -2.03 -0.92
O -1.916747 -2.251658 -0.801903 1.85 0.99 0.81
O 0.285953 -2.576338 -0.194113 -2.21 1.48 0.62
H -1.909817 -0.354098 1.016437 -0.11 -0.20 -0.18
H -0.239267 -0.548948 1.422517 0.00 -0.18 0.38
H -1.491407 -1.777448 1.944237 0.18 0.06 0.25
Cl 0.500043 2.198712 2.291957 0.02 -0.04 0.16

---

No. 2
20
Properties=species:S:1:pos:R:3:forces:R:3 method="wB97M-V/def2-TZVPD" energy_ev=-29268.3224 multiplicity=2 mol_weight_g_mol=319.906 charge=+2 de_lowest_kj_mol=0.0 gap_ev="4.9 / 4.5"
In -7.293320 13.466850 -14.603984 -0.11 0.27 0.13
N -7.821509 15.983239 -17.028900 1.24 0.18 0.50
O -7.715386 16.182099 -15.801535 -0.31 0.06 1.20
O -8.053297 16.881403 -17.737287 -0.92 1.60 -1.29
O -7.525802 14.865417 -17.383945 -0.01 -1.85 -0.36
C -7.689889 10.423826 -16.882045 1.88 5.18 5.36
O -6.678020 11.381697 -17.283529 -3.13 -2.96 0.82
O -8.078964 10.830468 -15.565439 0.94 -2.29 -5.26
C -8.812659 10.163925 -17.980440 -2.90 0.18 -2.68
F -8.283884 9.404341 -18.955303 -0.09 1.42 1.12
F -9.888649 9.567429 -17.525513 1.27 0.14 0.66
F -9.187371 11.396200 -18.386779 0.95 -1.23 0.06
C -5.559195 10.963754 -18.021968 2.13 1.64 -0.68
C -4.714257 12.234553 -18.216216 0.05 -0.83 -0.63
H -3.853181 11.943027 -18.817593 -0.02 0.06 -0.20
H -5.332861 12.905187 -18.812609 0.29 0.34 0.17
H -4.274902 12.710026 -17.339293 -0.45 -0.16 0.25
H -5.812682 10.651148 -19.034944 -0.75 -0.35 -0.32
H -4.994474 10.123170 -17.618705 -0.23 -0.15 0.66
H -7.265494 9.422279 -16.812061 0.17 -1.23 0.47

---

No. 3
9
Properties=species:S:1:pos:R:3:forces:R:3 method="wB97M-V/def2-TZVPD" energy_ev=-20795.1659 multiplicity=1 mol_weight_g_mol=117.511 charge=-1 de_lowest_kj_mol=328.8 gap_ev=7.3
C -1.321223 -0.614942 -0.123862 0.92 -0.59 0.16
C -2.433487 0.024124 -0.154811 0.57 1.78 0.28
C 0.704842 0.630383 0.006606 -0.25 3.69 -0.28
C 1.844736 -0.035984 0.173930 0.92 0.99 -1.17
O -3.179997 0.976584 -0.127237 0.14 -1.46 -0.16
O 0.327730 1.766299 -0.164857 -0.12 -2.20 -0.09
Cl -0.842874 -2.281135 -0.191542 -0.49 0.13 -0.04
H 2.076693 -0.844639 0.733188 -0.46 -2.90 1.42
H 2.823580 0.379309 -0.151415 -1.23 0.55 -0.11

---

No. 4
51
Properties=species:S:1:pos:R:3:forces:R:3 method="wB97M-V/def2-TZVPD" energy_ev=-32053.3557 smiles="NC(N)=O.NC(N)=O.NC(N)=O.CCO.CO.CO.CO" multiplicity=1 mol_weight_g_mol=322.363 de_lowest_kj_mol=330.7 gap_ev=8.9
C 23.954699 -5.349596 5.512852 -0.40 -2.20 0.78
C 24.239631 -4.104463 4.773209 2.94 0.18 0.34
O 23.177717 -3.479048 4.246723 -2.19 1.72 -2.09
H 23.482372 -6.110990 4.862263 0.30 0.31 0.10
H 23.258958 -5.273249 6.366591 0.20 0.48 -0.28
H 24.881611 -5.820290 5.938773 -0.67 0.57 -0.53
H 25.062847 -4.275899 4.056591 -0.37 -0.42 -0.39
H 24.716049 -3.396781 5.408854 0.74 0.58 1.36
H 23.468185 -2.689288 3.683855 -0.73 -1.18 0.70
C 24.811198 2.548808 3.922923 7.63 1.71 -5.30
O 25.674857 2.718983 2.822643 -4.27 -0.01 5.00
N 23.888559 1.690519 3.843962 -3.64 -2.75 -2.87
N 25.112189 3.021208 5.103282 0.68 1.54 3.64
H 23.702734 1.460473 2.845560 0.56 0.02 1.31
H 23.100442 1.532144 4.442693 -0.59 0.19 1.15
H 25.860353 3.685404 5.189683 0.14 -0.09 -0.35
H 24.777187 2.668969 6.025362 -0.10 0.28 -1.65
C 21.280559 -0.129814 5.991262 1.95 4.82 -0.86
O 21.887193 1.036889 5.561056 -3.16 -5.21 2.13
N 21.697561 -1.332289 5.720126 2.54 -3.58 -1.13
N 20.182455 -0.154852 6.764975 -1.56 0.24 1.24
H 22.638978 -1.479177 5.276556 -1.19 0.44 0.31
H 21.310712 -2.254238 6.091984 0.46 2.27 -0.74
H 19.759756 0.669027 7.141631 0.24 0.51 -0.25
H 19.843649 -1.006237 7.232294 0.63 0.65 -0.75
C 22.574703 -0.212667 2.061704 3.27 -7.06 -0.86
O 22.951328 -1.526727 2.310091 -1.64 6.10 -1.07
N 21.376196 0.174217 2.342153 -5.19 0.60 2.13
N 23.352836 0.606583 1.356392 0.55 1.32 -0.87
H 20.761622 -0.571152 2.734672 1.06 0.95 -0.34
H 20.922983 1.121048 2.407034 1.47 -1.36 -0.41
H 24.279961 0.270925 1.011574 -0.75 0.39 0.17
H 22.984882 1.557187 1.113854 0.78 -1.54 -0.01
C 26.190770 -1.579148 1.198246 -1.89 0.22 -0.93
O 25.729351 -0.561852 0.238677 1.06 -0.44 1.56
H 26.938134 -1.321677 1.871725 1.96 1.29 0.40
H 26.438895 -2.473396 0.672382 0.37 -0.62 -0.34
H 25.389467 -1.790096 1.863552 -1.19 -0.40 0.35
H 25.614699 -1.088026 -0.537761 -0.32 -0.03 -0.96
C 23.661287 -1.056502 8.669134 -0.58 -2.25 -1.01
O 23.117567 -1.366426 9.949117 0.20 -0.31 0.51
H 24.738941 -1.111364 8.429973 -0.12 -0.64 1.47
H 23.449114 -0.078428 8.420367 -0.94 2.24 -0.72
H 23.199783 -1.755625 7.945237 0.25 0.57 -0.03
H 22.182296 -1.656004 9.863581 1.23 0.40 -0.21
C 25.842496 -0.770628 5.068469 1.29 -0.70 1.32
O 24.545141 -0.845746 4.627878 -1.23 1.18 -0.36
H 26.522315 -1.036095 4.283847 0.76 0.51 -0.78
H 26.047367 -1.579631 5.780597 -0.21 0.38 0.49
H 26.029987 0.230225 5.504759 0.47 -0.60 -0.12
H 24.423375 0.107854 4.362010 -0.82 -1.26 -0.25

---

No. 5
13
Properties=species:S:1:pos:R:3:forces:R:3 method="wB97M-V/def2-TZVPD" energy_ev=-6840.1239 multiplicity=1 mol_weight_g_mol=196.989 charge=+1 de_lowest_kj_mol=141.1 gap_ev=10.5
Cs -1.196930 -1.443608 1.928411 0.01 0.16 0.08
C 2.308342 -0.141777 0.811388 -0.59 0.12 0.98
O 1.842624 1.073135 1.499477 0.85 -1.86 -0.82
H 2.477682 0.014088 -0.254044 -0.25 -0.06 0.07
H 3.144090 -0.696550 1.237826 0.89 1.05 0.25
H 1.602330 -0.939907 1.040812 -0.86 0.31 -0.67
H 2.572778 1.690709 1.415416 0.00 0.32 0.16
C -2.488861 0.126748 -1.250045 -1.27 1.11 -2.56
O -1.260139 -0.049324 -0.690839 2.23 -1.25 2.61
H -2.963849 -0.781535 -1.620866 0.00 -0.21 0.07
H -3.211785 0.675840 -0.646734 0.42 -0.03 0.40
H -2.196013 0.752339 -2.093244 -1.44 0.24 -0.58
H -0.630270 -0.280158 -1.377559 0.02 0.10 0.00

---

No. 6
24
Properties=species:S:1:pos:R:3:forces:R:3 method="wB97M-V/def2-TZVPD" energy_ev=-11039.7755 smiles="CC(=O)CCC(C)(C)N" multiplicity=1 mol_weight_g_mol=129.203 de_lowest_kj_mol=86.7 gap_ev=9.6
C 1.161941 -0.024484 0.088829 -1.72 0.16 -2.02
C -0.124240 -0.131491 -1.032212 2.58 0.12 0.24
C -1.323263 0.802974 -0.893998 0.46 -0.40 0.94
C 1.725419 1.389598 0.003905 -0.07 -0.23 0.07
C 2.203081 -1.053841 -0.342967 -0.28 0.22 -0.07
C -2.620292 -0.824436 0.611283 0.12 0.10 0.32
C -1.874916 0.481082 0.465789 -0.87 0.99 0.74
N 0.762490 -0.286131 1.428816 -0.51 0.24 1.13
O -1.761015 1.244668 1.416340 -0.16 -0.54 -0.76
H 0.406059 -1.228129 1.546336 -0.01 0.08 0.04
H 0.055961 0.388981 1.756864 0.73 -0.67 -0.12
H 0.380101 0.110589 -1.969567 -0.10 -0.15 -0.21
H -0.417882 -1.179839 -1.096468 -0.06 -0.01 0.12
H -1.005594 1.844848 -0.921409 -0.16 -0.01 -0.07
H -2.069846 0.584175 -1.659605 0.08 0.06 -0.07
H 1.013215 2.102581 0.418490 -0.01 0.10 -0.04
H 3.024401 -1.064549 0.372459 0.02 0.03 0.02
H 1.955415 1.658602 -1.026283 -0.04 0.05 -0.05
H 2.641928 1.450074 0.587322 0.07 0.03 0.09
H 1.770221 -2.054309 -0.388300 -0.01 -0.06 0.01
H 2.593288 -0.804199 -1.328594 0.05 -0.06 -0.07
H -2.270674 -1.592851 -0.061478 0.08 -0.16 -0.24
H -2.559789 -1.182048 1.635705 0.01 0.05 0.07
H -3.666011 -0.631866 0.388742 -0.21 0.06 -0.07

---

> Which value of multiplicity does entry 6 give?

1

---

> Look up the multiplicity of the fourth one.

1